Density functional theory data (ωB97M-V with the def2-TZVPD basis set) for 2 unconnected molecules or ions with the total composition C6H13NO2 at a distorted geometry.

```
22
Properties=species:S:1:pos:R:3
C -0.76579 1.08704 -0.78455
C 1.51310 -1.27389 -2.00721
C 1.01418 -0.48438 1.69396
C -0.64832 2.54597 -0.53269
C -1.37208 -1.23584 1.13640
N 0.24029 -0.83282 -1.49879
C -0.50648 -0.05066 1.48465
O 0.25108 0.49356 -1.34981
O -0.92566 0.93510 2.05977
H -1.74715 0.64074 -0.89081
H 2.30663 -1.14267 -1.26615
H 1.79570 -0.74008 -2.91864
H 1.40612 -2.33436 -2.23463
H 1.37835 -1.14568 0.91149
H 1.02703 -1.03792 2.62698
H 1.63669 0.40655 1.77152
H -1.41032 3.09851 -1.08210
H 0.34092 2.93089 -0.78031
H -0.81129 2.74308 0.53006
H -1.17065 -2.06695 1.81421
H -1.12435 -1.55994 0.12285
H -2.42800 -0.97624 1.19379
```

Calculated values
energy above the lowest of the compared OMol25 structures with the same formula, charge and spin	5.463	eV
HOMO (alpha / beta)	-8.594 / -7.573	eV
energy	-441.47923	a.u.
max |F|	3.43	eV Å⁻¹
Kohn-Sham gap (alpha / beta)	0.3273 / 0.2828	Ha
spin multiplicity	1



Density functional theory data (ωB97M-V with the def2-TZVPD basis set) for 4 unconnected molecules or ions with the total composition C19H20F3NOPS.

```
46
Properties=species:S:1:pos:R:3
N 4.22173 -0.71608 -1.86805
P 4.22070 0.77943 -2.40068
C 2.73263 1.68083 -2.75655
O 2.26707 2.12612 -1.44885
S 1.50933 0.68497 -3.56504
H 3.27462 -1.03396 -1.78165
H 4.93331 1.62997 -1.54278
H 4.98596 0.82819 -3.57503
H 1.93741 3.00113 -1.60069
H 1.14517 -0.27960 -2.70300
F 1.04431 -1.57776 -0.38266
C -0.08799 -1.09657 0.15524
C -0.92668 -1.98299 0.80041
C -2.10306 -1.50806 1.35557
C -2.42390 -0.16664 1.25420
C -1.56304 0.69987 0.59824
C -0.37799 0.24718 0.04323
H -0.65789 -3.02925 0.85652
H -2.77046 -2.18964 1.86280
H -3.34494 0.20345 1.67923
H -1.81743 1.74617 0.51181
H 0.30093 0.91547 -0.47892
F 5.55660 0.89254 1.36249
C 4.84303 0.16519 2.23716
C 5.13503 0.28098 3.58043
C 4.40576 -0.47014 4.48714
C 3.41064 -1.32225 4.04118
C 3.14199 -1.41914 2.68288
C 3.85542 -0.67029 1.76252
H 5.92178 0.94903 3.90286
H 4.61748 -0.38775 5.54368
H 2.84375 -1.90896 4.75015
H 2.36955 -2.08296 2.33413
H 3.65928 -0.72189 0.69519
F -5.59737 1.02671 0.76403
C -5.56372 0.75389 -0.56111
C -6.28346 -0.31862 -1.03670
C -6.24286 -0.59384 -2.39285
C -5.48420 0.19168 -3.24397
C -4.76501 1.26160 -2.73774
C -4.80478 1.55274 -1.38571
H -6.85818 -0.92578 -0.35199
H -6.80193 -1.43056 -2.78367
H -5.44725 -0.03358 -4.29865
H -4.16189 1.86841 -3.39496
H -4.24947 2.38079 -0.96979
```

Calculated values
energy above the lowest of the compared OMol25 structures with the same formula, charge and spin	0.131	eV
HOMO	-3.064	eV
energy	-1905.09686	a.u.
max |F|	0.97	eV Å⁻¹
Kohn-Sham gap	0.2054	Ha
net charge	-1
spin multiplicity	1



Density functional theory data (ωB97M-V with the def2-TZVPD basis set) for 9 unconnected molecules or ions with the total composition C55H49F9N2O2 at a distorted geometry.

```
117
Properties=species:S:1:pos:R:3
C 0.28828 -1.55479 -0.21455
C -0.22481 -2.40728 -1.49927
F -0.62567 -1.58601 -2.62313
C -1.32536 -3.51122 -1.06566
C -1.65004 -4.50348 -2.29661
N -1.61830 -5.30091 -3.20277
C -2.67662 -2.88963 -0.45060
C -3.34087 -4.00353 0.53039
N -3.86628 -4.73179 1.35125
C -3.73339 -2.34278 -1.53745
O -4.18885 -1.00649 -1.11851
O -3.60070 -0.04622 -1.88098
H -0.16130 -0.49602 -0.28021
H 1.42710 -1.58085 -0.17822
H -0.21394 -2.04605 0.70976
H 0.70140 -3.01886 -1.84689
H -0.82788 -4.11955 -0.20905
H -2.37748 -1.99127 0.22000
H -4.67854 -3.01103 -1.45887
H -3.36971 -2.36197 -2.62295
H -2.65261 -0.26333 -2.06004
F -1.78194 1.56754 -3.52636
C -2.57051 2.16799 -4.43261
C -2.91438 1.48931 -5.59182
C -3.73576 2.10917 -6.52883
C -4.19481 3.40465 -6.30023
C -3.83876 4.07917 -5.13392
C -3.02655 3.45518 -4.19225
H -2.54081 0.48492 -5.75589
H -4.01732 1.58424 -7.43586
H -4.83214 3.88922 -7.03363
H -4.19319 5.08723 -4.96005
H -2.74675 3.96100 -3.27546
F 2.00832 -2.64647 1.49075
C 3.08803 -2.50711 2.28023
C 4.35221 -2.50655 1.71029
C 5.46950 -2.35731 2.52633
C 5.30983 -2.22118 3.90394
C 4.03545 -2.22819 4.46545
C 2.91770 -2.36635 3.64875
H 4.45699 -2.62203 0.63714
H 6.46303 -2.34773 2.09020
H 6.18226 -2.10918 4.54047
H 3.91299 -2.12611 5.53887
H 1.91944 -2.36502 4.06703
F 3.59521 -3.57268 -2.18680
C 3.43294 -4.82036 -2.65939
C 3.72278 -5.90197 -1.84139
C 3.54966 -7.19374 -2.32896
C 3.09884 -7.38913 -3.63266
C 2.81556 -6.29589 -4.44675
C 2.97795 -5.00405 -3.95614
H 4.08040 -5.73043 -0.83237
H 3.76618 -8.04703 -1.69466
H 2.96818 -8.39727 -4.01373
H 2.46831 -6.44987 -5.46317
H 2.75363 -4.14150 -4.57312
F -4.05463 6.19553 -3.26367
C -3.36311 7.33439 -3.09061
C -4.04804 8.52750 -2.91866
C -3.33181 9.70629 -2.73438
C -1.93856 9.67965 -2.73503
C -1.26128 8.47647 -2.91363
C -1.97717 7.29579 -3.08690
H -5.13203 8.52977 -2.92935
H -3.85787 10.64445 -2.59118
H -1.38035 10.60044 -2.59558
H -0.17727 8.45841 -2.91791
H -1.46642 6.34867 -3.21851
F 1.37779 -2.75728 6.09585
C 1.46561 -2.85086 7.43337
C 1.85246 -4.05198 8.00779
C 1.94855 -4.14787 9.39249
C 1.64605 -3.04395 10.18744
C 1.25373 -1.84410 9.59979
C 1.16824 -1.74474 8.21454
H 2.07582 -4.90241 7.37354
H 2.25751 -5.07993 9.85142
H 1.71695 -3.12075 11.26813
H 1.01458 -0.98665 10.22049
H 0.87311 -0.81616 7.73957
F 2.43393 -7.22168 9.25602
C 3.65519 -7.65092 8.89887
C 3.86485 -8.11008 7.60745
C 5.13154 -8.55003 7.23570
C 6.17140 -8.53578 8.16308
C 5.94801 -8.07718 9.45861
C 4.68427 -7.62681 9.82760
H 3.04165 -8.12146 6.90218
H 5.30847 -8.90416 6.22546
H 7.15835 -8.88335 7.87351
H 6.75797 -8.07058 10.18077
H 4.49455 -7.25817 10.82912
F -7.27512 4.98821 -6.46383
C -7.94171 4.38879 -5.46366
C -7.24381 3.62050 -4.54429
C -7.93352 3.00356 -3.50503
C -9.31528 3.15334 -3.40346
C -10.00655 3.92321 -4.33539
C -9.31564 4.54935 -5.36840
H -6.17042 3.50869 -4.64439
H -7.39582 2.40643 -2.77573
H -9.85341 2.66805 -2.59485
H -11.08313 4.03550 -4.25721
H -9.83631 5.15950 -6.09750
F 1.52740 9.71133 -2.04717
C 2.75067 9.27430 -2.38697
C 2.97430 8.80863 -3.67382
C 4.24326 8.36035 -4.02761
C 5.27122 8.37292 -3.08715
C 5.03379 8.83812 -1.79638
C 3.76795 9.29675 -1.44535
H 2.16009 8.79872 -4.38960
H 4.43113 8.00109 -5.03407
H 6.25990 8.01888 -3.36268
H 5.83452 8.84339 -1.06398
H 3.56746 9.67053 -0.44791
```

Calculated values
SMILES	C[C@H](F)[C@H](C#N)[C@H](C#N)COO.Fc1ccccc1.Fc1ccccc1.Fc1ccccc1.Fc1ccccc1.Fc1ccccc1.Fc1ccccc1.Fc1ccccc1.Fc1ccccc1
HOMO	-9.041	eV
energy	-3283.75426	a.u.
max |F|	6.99	eV Å⁻¹
Kohn-Sham gap	0.3491	Ha
spin multiplicity	1



Density functional theory data (ωB97M-V with the def2-TZVPD basis set) for a molecular structure, C21H26FN3O5 at a distorted geometry.

```
56
Properties=species:S:1:pos:R:3
C -3.74242 -3.76885 -3.76073
H -4.05412 -2.77360 -4.12186
H -4.73086 -4.42269 -4.10006
H -2.93140 -4.08303 -4.22370
O -3.78876 -3.60938 -2.20457
C -2.58322 -2.93333 -1.75464
O -1.72411 -2.32450 -2.36545
C -2.70392 -2.89947 -0.37375
C -1.21968 -2.79735 0.12794
H -0.73018 -2.10439 -0.32457
H -0.56011 -3.78956 -0.25659
C -1.11742 -2.49755 1.56592
N -2.03480 -1.41523 2.17251
C -1.43641 -0.27547 2.22461
O -2.32602 0.78466 2.48159
C 0.19069 -0.03878 2.43725
N 0.55391 -0.02399 1.18562
C 1.56005 -0.84354 0.60547
O 1.81719 -1.80815 1.05325
C 2.12212 -0.56041 -0.89133
C 2.96323 0.75200 -0.77155
N 2.38636 1.82702 -1.01713
C 1.06465 1.51423 -1.69532
O 0.31850 2.27489 -1.91926
C 0.81402 0.19726 -2.03877
H 1.21683 -0.18980 -2.89874
H -0.07542 -0.35922 -1.54336
C 2.59974 3.09412 -0.73536
C 4.11012 3.33420 -0.31529
C 4.45652 4.51460 0.07727
C 3.48501 5.61537 0.12083
C 2.07675 5.49586 0.05772
C 1.71597 4.10732 -0.38861
H 0.63655 4.01698 -0.38324
H 1.47504 6.22300 0.28710
F 3.98494 6.74708 0.43725
H 5.33483 4.86064 0.14673
H 4.91016 2.39259 -0.52704
H 3.79385 0.58470 -1.59398
H 3.66978 0.71643 0.10245
H 2.54898 -1.57514 -1.13659
H 0.51889 0.76203 0.44214
C 0.43808 1.35636 3.14851
H 1.45693 1.52559 3.21743
H -0.15211 2.23876 2.55109
H -0.08670 1.12931 4.17646
H 0.52114 -0.92937 2.99593
C -3.38417 -1.77093 1.82197
C -3.53372 -1.75629 0.05978
H -2.96343 -0.81581 -0.35711
H -4.54811 -1.92552 -0.15007
H -3.73138 -2.52742 2.14143
H -4.03004 -0.85483 1.94325
H -1.52662 -3.60706 2.29740
H -0.07755 -2.69291 2.04136
H -2.94815 -4.09139 -0.07157
```

Calculated values
energy above the lowest of the compared OMol25 structures with the same formula, charge and spin	18.235	eV
HOMO	-7.677	eV
energy	-1455.58402	a.u.
max |F|	16.55	eV Å⁻¹
Kohn-Sham gap	0.3032	Ha
spin multiplicity	1



Density functional theory data (ωB97M-V with the def2-TZVPD basis set) for a gas-phase ion, C4H8FINO (charge +1) at a distorted geometry.

```
16
Properties=species:S:1:pos:R:3
C 0.64516 -0.31452 1.13488
C -1.07613 0.26256 -1.47223
C 0.80301 0.79718 0.03046
C 0.84770 -0.29767 2.89787
N 0.08682 0.96230 -1.00903
O -0.58263 -0.92981 0.93189
F -0.26871 0.20973 3.40707
I 2.60168 0.78716 3.47883
H 1.49764 -0.97550 0.87484
H -1.97507 0.68670 -1.01785
H -1.14775 0.37056 -2.55183
H -1.04614 -0.79065 -1.19770
H 1.66435 1.43777 0.19320
H 0.93417 -1.35192 3.15264
H 0.37789 1.72063 -1.62905
H -0.76561 -1.62209 1.57914
```

Calculated values
SMILES	C/[NH+]=C\[C@H](O)[C@H](F)I
energy above the lowest of the compared OMol25 structures with the same formula, charge and spin	0.000	eV
HOMO	-13.287	eV
energy	-684.44571	a.u.
max |F|	3.50	eV Å⁻¹
Kohn-Sham gap	0.3140	Ha
net charge	+1
spin multiplicity	1



Density functional theory data (ωB97M-V with the def2-TZVPD basis set) for 2 unconnected molecules or ions with the total composition C11H12NO2 at a distorted geometry.

```
26
Properties=species:S:1:pos:R:3
C 1.40698 -2.32056 2.39969
C -0.70741 -0.05523 0.10641
C -0.24792 -0.34866 1.41566
C 0.54155 -1.57497 1.34817
C 0.30087 -1.98098 0.01220
C -1.44939 1.07574 -0.12624
C -1.64365 1.95032 0.93895
C -1.32647 1.59945 2.29280
C -0.63620 0.44253 2.51030
N -0.30894 -1.04054 -0.79237
H -1.64394 1.45369 -1.05941
H -2.27836 2.83694 0.76750
H 0.64688 -1.03042 -2.28913
H -1.87290 2.33350 2.86300
H 0.65220 -2.90856 -0.37563
H -0.36608 0.09721 3.53585
H 0.78667 -2.81095 3.27551
H 1.97169 -1.55159 2.98137
H 2.04274 -3.11704 1.86296
C 0.28958 1.36503 -2.70686
C 1.00193 0.53791 -3.71947
O 0.95282 -0.69614 -3.34536
O 1.56838 0.80609 -4.78196
H -0.13415 0.81165 -1.95930
H -0.49162 2.05430 -3.04811
H 0.94476 2.07127 -2.10652
```

Calculated values
energy above the lowest of the compared OMol25 structures with the same formula, charge and spin	2.372	eV
HOMO	-3.699	eV
energy	-631.61057	a.u.
max |F|	4.60	eV Å⁻¹
Kohn-Sham gap	0.2661	Ha
net charge	-1
spin multiplicity	1



Density functional theory data (ωB97M-V with the def2-TZVPD basis set) for a single C3H7NOS molecule at a distorted geometry.

```
13
Properties=species:S:1:pos:R:3
O 1.94439 0.92462 -1.65977
C 1.43201 0.05489 -1.03110
C -0.07081 0.00086 -0.64401
C -0.33396 -0.69896 0.67456
S -0.92309 0.31120 2.11416
N -0.67152 -0.73708 -1.75565
H 1.94787 -0.91146 -0.80902
H -0.37141 1.04108 -0.53158
H -1.06209 -1.49370 0.55634
H 0.60822 -1.11311 1.05311
H -1.81385 0.93892 1.35036
H -0.06933 -1.51446 -1.96224
H -0.73773 -0.15026 -2.57218
```

Calculated values
SMILES	N[C@H](C=O)CS
energy above the lowest of the compared OMol25 structures with the same formula, charge and spin	1.494	eV
HOMO	-9.278	eV
energy	-646.65706	a.u.
max |F|	1.43	eV Å⁻¹
Kohn-Sham gap	0.3729	Ha
spin multiplicity	1



Density functional theory data (ωB97M-V with the def2-TZVPD basis set) for 2 unconnected molecules or ions with the total composition C2H2INO2 at a distorted geometry.

```
8
Properties=species:S:1:pos:R:3
C -1.26368 0.36315 1.62564
C -0.08762 0.55982 1.45420
N 1.03903 -1.16635 -1.23694
O 0.79435 -0.32488 -2.30048
O 0.11081 -1.31669 -0.47229
I 1.76833 1.26064 1.40861
H -0.07037 0.08756 -1.92084
H -2.29085 0.53675 1.44211
```

Calculated values
SMILES	C#CI.O=NO
energy above the lowest of the compared OMol25 structures with the same formula, charge and spin	5.659	eV
HOMO	-9.657	eV
energy	-580.14142	a.u.
max |F|	3.43	eV Å⁻¹
Kohn-Sham gap	0.3516	Ha
spin multiplicity	1



Density functional theory data (ωB97M-V with the def2-TZVPD basis set) for 2 unconnected molecules or ions with the total composition C2H6N4 at a distorted geometry.

```
12
Properties=species:S:1:pos:R:3
C 2.41587 -0.05017 0.05325
C -0.63238 -0.24956 0.91526
N 3.15229 -0.26607 1.01496
N -1.02700 0.74980 -1.12489
N 1.72286 0.00167 -0.89726
N -0.55383 -0.23138 -0.54727
H -0.82116 0.75047 1.23354
H -1.50118 -0.90451 1.28409
H 0.37575 -0.58176 1.26318
H 3.31377 0.39479 1.61983
H -1.13220 1.62003 -0.55762
H 2.19698 -0.14038 -1.78250
```

Calculated values
SMILES	[H]/N=N\C.N=C=N
energy above the lowest of the compared OMol25 structures with the same formula, charge and spin	4.018	eV
HOMO	-8.712	eV
energy	-298.70123	a.u.
max |F|	6.24	eV Å⁻¹
Kohn-Sham gap	0.3485	Ha
spin multiplicity	1



Density functional theory data (ωB97M-V with the def2-TZVPD basis set) for a molecular structure, C29H31IN6Nd.

```
68
Properties=species:S:1:pos:R:3
Nd 0.26810 0.36168 -0.16435
C 1.62349 -2.62627 -1.33635
C 2.69815 -1.97814 -0.47273
C 2.40602 -1.99235 0.99983
C 3.02590 -2.88583 1.86208
C 2.73466 -2.84660 3.21467
C 1.84326 -1.89179 3.68983
C 1.26507 -1.03340 2.78066
N 1.51545 -1.09205 1.45787
N 0.32023 -1.87592 -1.37773
C -0.03199 -1.59981 -2.79708
C 0.93144 -0.60245 -3.37465
C 1.34420 -0.68669 -4.69204
C 2.25299 0.24082 -5.17762
C 2.75584 1.20081 -4.31415
C 2.29798 1.21671 -3.01280
N 1.37723 0.35680 -2.53701
C -0.74195 -2.66585 -0.71563
C -2.06911 -1.94057 -0.72073
C -3.24656 -2.66340 -0.62324
C -4.45244 -1.98729 -0.71926
C -4.44353 -0.61284 -0.91951
C -3.22651 0.03524 -0.97266
N -2.05208 -0.60635 -0.85754
H 1.42743 -3.64692 -1.00190
H 2.00011 -2.70648 -2.35532
H 2.87764 -0.95077 -0.81445
H 3.64056 -2.49563 -0.65517
H 3.74734 -3.59194 1.47304
H 3.21322 -3.53745 3.89670
H 1.61687 -1.80322 4.74306
H 0.60451 -0.23969 3.10763
H -1.04668 -1.21024 -2.84625
H -0.02463 -2.52801 -3.37611
H 0.96559 -1.47857 -5.32442
H 2.58116 0.19721 -6.20790
H 3.49368 1.92259 -4.63429
H 2.70461 1.93308 -2.31361
H -0.40990 -2.88727 0.30388
H -0.87040 -3.63286 -1.21328
H -3.21349 -3.73861 -0.50676
H -5.38837 -2.52819 -0.66680
H -5.36049 -0.05264 -1.03463
H -3.18718 1.10740 -1.12151
C -1.24516 4.69553 1.99762
C -0.13377 3.82804 1.48794
C 0.63525 3.06204 2.36669
C 1.71414 2.31132 1.91730
C 2.06676 2.33303 0.56667
C 1.30379 3.08862 -0.32548
C 0.18909 3.79335 0.12634
H -1.74225 4.24241 2.85527
H -1.98633 4.90356 1.22619
H -0.84040 5.65592 2.32453
H 0.40057 3.07223 3.42466
H 2.31270 1.74718 2.62123
H 2.97190 1.82724 0.23587
H 1.57795 3.17559 -1.36711
H -0.38444 4.38847 -0.57502
I -5.01420 2.73287 2.67475
C -3.40163 1.49645 2.49420
C -3.09790 0.38035 3.24930
N -1.95298 -0.13047 2.76600
N -1.46885 0.59178 1.73320
C -2.35891 1.57332 1.56936
H -3.60642 -0.07725 4.08299
H -1.47820 -0.95990 3.08221
H -2.22810 2.31210 0.79353
```

Calculated values
energy above the lowest of the compared OMol25 structures with the same formula, charge and spin	0.131	eV
HOMO (alpha / beta)	-16.299 / -16.299	eV
energy	-2310.55405	a.u.
max |F|	0.56	eV Å⁻¹
Kohn-Sham gap (alpha / beta)	0.2777 / 0.2837	Ha
net charge	+3
spin multiplicity	4